The following is a quantum chemistry calculation of an isolated ion of composition C5H9NO4P and charge -1 in a non-equilibrium geometry, from the OMol25 dataset.

DFT total energy = -24299.5553 eV
Orbital gap = 8.035 eV
LUMO = 3.5577 eV
HOMO level = -4.4777 eV
Total charge = -1
Relative energy (zero: lowest compared OMol25 entry of this formula, charge and spin) = 300.1 kJ/mol

```
20
Properties=species:S:1:pos:R:3:forces:R:3:lowdin_charge:R:1
C 2.57809 -0.04494 0.61613 1.9 -0.8 -0.2 -0.043
C -0.07353 1.23408 -0.69751 2.3 -1.6 0.6 -0.260
C 0.81171 1.48578 0.55669 -2.5 2.7 -1.9 -0.185
C 1.31356 -1.94435 -0.59080 0.4 -1.5 0.3 -0.052
C 1.86873 -1.27897 0.44196 -1.3 0.7 -1.8 -0.197
N -0.68678 -0.02427 -0.81898 -0.3 -2.5 -0.2 -0.143
O -2.67673 -1.51965 -0.23652 -0.8 -1.4 0.2 -0.368
O -1.47681 -0.20278 1.74656 -0.1 -0.6 -0.7 -0.384
O -2.88876 0.99492 0.03982 -1.0 -0.8 0.1 -0.233
O 2.13867 1.15375 0.64083 1.8 -2.0 -0.2 -0.047
P -1.96112 -0.37357 0.32884 1.4 1.8 -0.2 0.207
H -0.82843 1.93405 -0.62044 -1.6 1.7 0.3 0.075
H 0.44440 1.42936 -1.61213 0.8 0.5 -0.7 0.106
H 0.92236 2.55082 0.57504 -0.4 1.0 0.2 0.112
H 0.22247 1.22076 1.37769 -0.5 -1.0 1.6 0.088
H 1.31791 -1.55403 -1.58998 0.2 0.0 -0.5 0.052
H 0.00571 -0.84020 -1.04890 -2.6 2.4 1.0 0.045
H 0.87230 -2.99330 -0.48362 0.9 1.7 0.0 0.100
H 1.91041 -1.88009 1.27655 0.2 -0.9 2.4 0.071
H -3.81416 0.65265 0.09877 1.1 0.5 -0.2 0.056
```
Positions in Å, forces in eV/Å.